(1)
Density functional theory data (ωB97M-V/def2-TZVPD) for a cluster of 2 separate species, C3H7N2O in total at a distorted geometry.

Computed properties:
HOMO-LUMO gap (alpha / beta) = 4.87 / 8.65 eV
total charge = 0
energy relative to the best compared isomer or geometry (same formula, charge and spin) = 9.8 kcal/mol
spin multiplicity = 2
<S²> = 0.756
E_tot = -8249.280 eV

The geometry in XYZ format:
```
13
C3H7N2O | the Open Molecules 2025 dataset | ωB97M-V/def2-TZVPD
C -0.7630 -1.1955 -0.4910
C 0.5184 -0.9557 -0.0868
N 0.8247 0.3353 -0.4805
C -0.3042 0.9018 -1.1360
N -1.2522 -0.1223 -1.1455
H -1.2072 -2.1772 -0.5824
H 1.2808 -1.5001 0.4389
H 1.5676 0.9674 -0.3583
H -0.3263 1.7818 -1.7442
H -2.2030 0.1287 -1.3508
H 1.4154 0.2606 2.8883
H 0.1323 1.2354 2.9444
O 0.7024 0.6960 2.3988
```

(2)
Density functional theory data (ωB97M-V/def2-TZVPD) for a cluster of 3 separate species, C3H11NO2 in total.

Computed properties:
SMILES = C=CCN.O.O
HOMO-LUMO gap = 10.46 eV
total charge = 0
energy relative to the best compared isomer or geometry (same formula, charge and spin) = 17.5 kcal/mol
E_tot = -8873.729 eV

The geometry in XYZ format:
```
17
C3H11NO2 | the Open Molecules 2025 dataset | ωB97M-V/def2-TZVPD
N -0.8045 -1.2467 -0.5825
C 0.4866 -0.5240 -0.6782
C 1.2854 1.1976 0.9346
C 0.9035 -0.0459 0.6877
H -1.2934 -1.1879 -1.4677
H -1.3924 -0.7920 0.1058
H 0.4279 0.3218 -1.3704
H 1.2403 -1.2075 -1.0850
H 1.6066 1.4881 1.9293
H 1.2847 1.9317 0.1469
H 0.8710 -0.8380 1.4315
H -1.6190 -4.1411 0.7406
H -0.7082 -2.9173 0.5586
O -0.9521 -3.6130 1.1963
H -0.5285 4.6504 -0.9095
H -0.6558 3.1116 -1.0331
O -0.1521 3.8121 -0.6051
```